Entry 1:
The following is a quantum chemistry calculation of C5H8O2 in the gas phase, from the OMol25 dataset.

Geometry as XYZ:
```
15
Properties=species:S:1:pos:R:3:mulliken_charge:R:1
C -2.00 -0.09 -0.82 -1.176
C -0.76 0.38 -0.11 -0.296
O 0.49 0.76 2.34 -0.490
C 1.39 0.60 1.55 -0.032
C 1.44 -0.61 0.68 -0.360
C 0.45 -0.15 -0.38 0.338
O 0.82 -0.50 -1.65 -0.503
H -1.83 -1.10 -1.20 0.313
H -2.78 -0.16 -0.05 0.314
H -2.39 0.54 -1.62 0.318
H -0.90 1.03 0.73 0.377
H 2.09 1.41 1.30 0.343
H 2.41 -0.84 0.24 0.276
H 1.04 -1.49 1.20 0.219
H 0.51 0.23 -2.21 0.359
```

Computed properties:
**Total charge**: 0
**Lowest unoccupied orbital energy**: 0.71 eV
**Structure (SMILES)**: C/C=C(\O)CC=O
**E_HOMO**: -8.47 eV
**Energy above the lowest of the compared OMol25 structures with the same formula, charge and spin**: 48.49 kcal per mole
**Orbital gap**: 0.3376 hartree

***

Entry 2:
The following is a quantum chemistry calculation of 2 unconnected molecules or ions with the total composition C4H4N in a non-equilibrium geometry, from the OMol25 dataset.

Geometry as XYZ:
```
9
Properties=species:S:1:pos:R:3:mulliken_charge:R:1
C -3.16 -0.04 -0.04 0.003
C 3.63 -0.14 0.16 -0.117
C -1.98 0.19 -0.30 0.096
C -0.72 0.57 -0.25 -0.121
N 2.53 -0.02 0.10 -0.221
H -4.21 0.11 -0.09 0.386
H 4.73 -0.07 -0.12 0.275
H 0.26 0.11 0.20 0.393
H -0.49 1.56 -0.53 0.307
```

Computed properties:
**Total charge**: +1
**Lowest unoccupied orbital energy**: -8.12 eV
**E_HOMO**: -16.50 eV
**Energy above the lowest of the compared OMol25 structures with the same formula, charge and spin**: 40.49 kcal per mole
**Orbital gap**: 0.3083 hartree

***

Entry 3:
The following is a quantum chemistry calculation of 11 unconnected molecules or ions with the total composition C66H99N5O34 in a non-equilibrium geometry, from the OMol25 dataset.

Geometry as XYZ:
```
204
Properties=species:S:1:pos:R:3:mulliken_charge:R:1
C -5.93 -7.67 5.60 -0.747
O -4.84 -6.96 5.07 -0.343
C -4.45 -7.49 3.78 -0.155
C -3.19 -8.28 3.64 -0.955
N -1.98 -7.40 3.62 -0.327
C -1.87 -6.37 4.72 -0.520
C -0.74 -5.49 4.25 -0.493
O -1.04 -4.84 3.04 -0.147
C 0.18 -4.23 2.55 -0.447
H -5.68 -8.67 5.99 0.273
H -6.63 -7.77 4.83 0.375
H -6.23 -7.04 6.47 0.220
H -4.42 -6.62 3.04 0.096
H -5.22 -8.16 3.41 0.489
H -3.04 -8.82 2.68 0.402
H -3.04 -9.00 4.45 0.325
H -2.08 -6.97 2.73 0.174
H -1.61 -6.77 5.72 0.271
H -2.82 -5.80 4.87 0.273
H 0.16 -6.14 4.00 0.378
H -0.44 -4.72 4.98 0.219
H 0.91 -4.11 3.33 0.389
H -0.05 -3.24 2.11 -0.080
H 0.65 -4.88 1.79 0.280
C -2.12 1.63 -5.73 -0.705
O -2.70 2.33 -4.68 -0.351
C -3.22 1.45 -3.71 0.464
C -3.69 2.30 -2.61 -1.036
N -2.62 3.26 -2.19 0.407
C -3.15 3.99 -0.97 0.236
C -3.03 5.49 -1.08 -0.948
O -1.73 6.01 -1.28 -0.152
C -0.80 5.73 -0.29 -0.664
H -1.21 0.97 -5.37 0.026
H -1.87 2.41 -6.37 0.357
H -2.74 0.95 -6.30 0.392
H -2.47 0.79 -3.20 -0.522
H -3.97 0.69 -4.17 0.431
H -4.14 1.75 -1.74 0.512
H -4.53 2.95 -2.98 0.431
H -2.51 3.93 -2.94 -0.091
H -2.56 3.62 -0.13 -0.401
H -4.22 3.73 -0.90 0.375
H -3.51 5.78 -0.12 0.346
H -3.70 5.89 -1.90 0.258
H -1.26 5.52 0.67 0.392
H -0.22 6.62 -0.15 0.481
H -0.14 4.93 -0.56 -0.031
C 1.33 3.58 6.17 -0.800
O 0.79 2.75 5.18 0.029
C 0.17 3.49 4.17 -1.066
C -0.32 2.76 2.90 -0.539
N -1.74 2.47 2.73 0.023
C -2.24 1.31 3.54 -0.184
C -3.67 1.07 3.13 -0.915
O -4.42 2.09 3.67 -0.377
C -5.74 2.06 3.13 -0.716
H 1.92 2.88 6.78 -0.057
H 0.51 4.14 6.64 0.387
H 1.94 4.35 5.74 0.410
H 0.86 4.29 3.93 0.560
H -0.81 3.84 4.57 0.366
H 0.20 1.77 2.81 0.060
H 0.11 3.24 2.01 0.291
H -2.23 3.39 2.74 0.346
H -2.09 1.55 4.62 0.439
H -1.68 0.43 3.22 0.249
H -4.07 0.11 3.56 0.445
H -3.71 1.00 2.12 0.362
H -6.14 1.04 3.29 0.334
H -5.81 2.19 2.04 0.225
H -6.38 2.84 3.64 0.242
C 4.49 -0.36 8.12 -0.924
O 4.08 0.06 6.87 -0.035
C 4.31 1.41 6.61 -0.617
C 4.28 1.56 5.08 0.035
N 4.30 2.94 4.66 -0.277
C 3.97 3.14 3.25 -0.101
C 4.99 2.53 2.28 -0.357
O 6.30 2.91 2.77 -0.422
C 7.36 2.02 2.33 -0.779
H 5.39 0.14 8.53 0.409
H 4.71 -1.38 8.02 0.263
H 3.69 -0.21 8.90 0.240
H 5.35 1.75 6.93 0.356
H 3.60 2.14 7.06 0.197
H 3.43 1.16 4.48 -0.261
H 5.04 0.98 4.55 0.350
H 5.27 3.26 4.67 0.408
H 3.88 4.24 3.07 0.426
H 3.00 2.71 2.97 -0.362
H 4.72 2.85 1.25 0.545
H 4.97 1.41 2.24 0.013
H 7.53 2.19 1.26 0.329
H 7.23 0.96 2.53 0.296
H 8.25 2.43 2.82 0.267
C 1.74 -0.03 -6.41 -0.062
O 1.89 0.80 -7.55 -0.544
C 2.26 2.11 -7.04 0.103
C 3.81 2.35 -7.05 -0.704
N 4.03 3.75 -6.44 -0.190
C 3.72 4.82 -7.43 -0.367
C 3.99 6.21 -6.86 -0.721
O 5.09 6.87 -7.45 -0.372
C 5.56 8.04 -6.84 -0.717
H 0.94 0.44 -5.77 -0.224
H 2.70 -0.16 -5.89 0.269
H 1.26 -1.02 -6.76 0.216
H 1.82 2.21 -6.06 0.038
H 1.84 2.80 -7.75 0.296
H 4.22 2.12 -8.03 0.293
H 4.30 1.67 -6.30 0.282
H 5.00 3.81 -6.22 0.247
H 2.66 4.78 -7.78 0.239
H 4.38 4.52 -8.30 0.410
H 3.98 6.17 -5.79 0.347
H 3.12 6.90 -6.99 0.361
H 5.87 7.88 -5.78 0.289
H 4.83 8.87 -6.88 0.287
H 6.46 8.29 -7.43 0.250
C 3.66 -1.54 -1.56 -1.118
C 3.41 -2.30 -0.45 0.548
C 2.64 -3.61 -0.46 0.819
O 2.71 -4.36 0.47 -0.676
C 1.82 -3.87 -1.67 -0.854
C 2.03 -3.13 -2.73 0.266
C 2.89 -1.89 -2.72 0.934
O 2.95 -1.19 -3.70 -0.554
O 1.41 -3.36 -3.87 -0.712
O 3.91 -2.00 0.69 -0.551
H 4.20 -0.62 -1.44 0.573
H 1.22 -4.73 -1.76 0.670
H 1.63 -2.84 -4.62 0.332
H 3.73 -2.72 1.36 0.263
C -2.40 -7.23 -0.04 -0.976
C -2.26 -5.88 -0.15 0.462
C -3.46 -4.93 -0.05 1.022
O -3.13 -3.77 0.11 -0.473
C -4.79 -5.40 -0.22 -1.060
C -4.94 -6.77 -0.25 0.490
C -3.70 -7.84 -0.14 0.981
O -3.97 -9.02 -0.23 -0.666
O -6.09 -7.40 -0.41 -0.622
O -1.11 -5.24 -0.32 -0.449
H -1.53 -7.86 -0.03 0.483
H -5.61 -4.59 -0.13 0.238
H -5.94 -8.38 -0.41 0.393
H -1.31 -4.24 -0.29 -0.042
C -3.95 -2.23 -3.51 -0.481
C -4.91 -3.14 -3.34 0.683
C -4.69 -4.60 -3.63 0.493
O -5.69 -5.32 -3.55 -0.682
C -3.31 -5.09 -3.71 -0.769
C -2.30 -4.20 -3.80 0.386
C -2.65 -2.72 -3.94 1.111
O -1.76 -2.10 -4.56 -0.699
O -1.07 -4.59 -4.03 -0.663
O -6.08 -2.79 -2.78 -0.639
H -4.02 -1.14 -3.36 -0.057
H -3.26 -6.15 -3.89 0.542
H -0.56 -3.78 -4.24 0.273
H -6.66 -3.54 -2.90 0.371
C 0.31 4.72 -4.93 0.102
C 1.08 5.23 -3.93 0.772
C 0.85 6.58 -3.32 0.707
O 1.72 6.97 -2.58 -0.661
C -0.28 7.42 -3.77 -0.789
C -1.06 6.94 -4.74 -0.136
C -0.80 5.58 -5.31 0.895
O -1.64 5.25 -6.14 -0.753
O -2.16 7.52 -5.20 -0.622
O 2.05 4.53 -3.37 -0.659
H 0.31 3.69 -5.20 -0.095
H -0.55 8.33 -3.28 0.446
H -2.55 6.81 -5.78 0.409
H 2.43 5.04 -2.65 0.367
C 3.20 -3.34 5.70 -1.250
C 2.51 -2.78 6.72 0.100
C 1.54 -1.60 6.64 1.051
O 1.10 -1.23 7.68 -0.667
C 1.36 -0.97 5.36 -0.052
C 2.11 -1.40 4.34 0.323
C 3.04 -2.70 4.46 0.598
O 3.58 -3.03 3.41 -0.717
O 2.18 -0.76 3.15 0.072
O 2.75 -3.18 7.96 -0.591
H 3.87 -4.18 5.66 0.600
H 0.81 0.01 5.32 0.214
H 2.75 -1.25 2.56 -0.146
H 2.10 -2.73 8.58 0.403
C -0.73 1.07 -0.03 1.580
C -1.26 -0.21 -0.24 -1.453
C -0.92 -1.09 -1.38 1.075
O -1.60 -2.09 -1.44 0.142
C 0.01 -0.56 -2.33 -0.286
C 0.39 0.71 -2.26 -0.782
C 0.17 1.58 -1.01 1.402
O 0.55 2.71 -1.17 -0.848
O 0.90 1.34 -3.26 -0.246
O -2.07 -0.84 0.57 -0.897
H -1.12 1.66 0.86 -0.658
H 0.26 -1.15 -3.22 0.980
H 1.14 2.23 -2.95 0.057
H -2.30 -1.65 0.08 0.134
```

Computed properties:
**Total charge**: 0
**Lowest unoccupied orbital energy**: -1.52 eV
**Structure (SMILES)**: O=C1C=C(O)C(=O)C=C1O.O=C1C=C(O)C(=O)C=C1O.O=C1C=C(O)C(=O)C=C1O.O=C1C=C(O)C(=O)C=C1O.O=C1C=C(O)C(=O)C=C1O.O=C1C=C(O)C(=O)C=C1O.COCCNCCOC.COCCNCCOC.COCCNCCOC.COCCNCCOC.COCCNCCOC
**E_HOMO**: -8.69 eV
**Orbital gap**: 0.2636 hartree

***

Entry 4:
The following is a quantum chemistry calculation of C2H5N3S2 in the gas phase in a non-equilibrium geometry, from the OMol25 dataset.

Geometry as XYZ:
```
12
Properties=species:S:1:pos:R:3:mulliken_spin:R:1
C -1.46 -0.15 0.00 0.813
C 1.18 0.08 0.90 0.002
N 0.58 0.35 -1.19 0.724
N -0.73 0.03 -1.06 0.285
N 0.98 0.95 -0.02 -0.015
S 1.04 2.58 -0.05 0.126
S 0.84 -1.66 0.87 0.032
H -1.13 0.02 0.95 0.026
H -2.42 -0.59 0.02 0.029
H 1.30 0.39 1.91 0.000
H -1.17 -0.21 -1.93 -0.020
H 0.99 -1.80 -0.41 -0.002
```

Computed properties:
**Total charge**: 0
**Expectation value of S²**: 2.008
**Lowest unoccupied orbital energy (alpha / beta)**: -0.08 / -1.57 eV
**Multiplicity**: 3
**E_HOMO (alpha / beta)**: -6.12 / -8.04 eV
**Energy above the lowest of the compared OMol25 structures with the same formula, charge and spin**: 84.05 kcal per mole
**Orbital gap (alpha / beta)**: 0.2220 / 0.2378 hartree

***

Entry 5:
The following is a quantum chemistry calculation of C6H5N in the gas phase in a non-equilibrium geometry, from the OMol25 dataset.

Geometry as XYZ:
```
12
Properties=species:S:1:pos:R:3:mulliken_charge:R:1
C 0.50 1.95 0.02 -0.337
C 1.41 1.11 -0.26 -0.248
C 1.17 -0.28 -0.04 0.371
C -0.70 -0.08 -0.03 0.289
C 1.71 -1.47 0.06 -0.541
C -0.91 1.52 0.01 -0.321
N -1.40 -1.10 -0.09 -0.547
H 0.89 -2.25 0.34 0.206
H 2.76 -1.82 -0.16 0.289
H -1.39 1.70 0.90 0.298
H -1.68 1.74 -0.81 0.298
H -2.36 -1.00 0.06 0.242
```

Computed properties:
**Total charge**: 0
**Lowest unoccupied orbital energy**: -0.52 eV
**Structure (SMILES)**: [H]/N=C1\CC#CC1=C
**E_HOMO**: -8.99 eV
**Energy above the lowest of the compared OMol25 structures with the same formula, charge and spin**: 125.83 kcal per mole
**Orbital gap**: 0.3111 hartree

***

Let's list molar mass in order: 100.117 66.083 1506.519 135.217 91.113 g/mol.
Let's list E_tot in order: -345.72769 -209.10002 -5405.77547 -1039.58110 -286.14266 Eh.